Below is an isolated ion of composition C18H18N5O6 and charge -1, with properties calculated with the ωB97M-V functional and the def2-TZVPD basis.

```
47
Properties=species:S:1:pos:R:3:forces:R:3
C 3.918963 -1.929717 -1.544867 0.231 0.285 -0.215
C 2.553509 -2.259408 -1.011973 -0.634 0.972 -0.243
O 1.817816 -0.985066 -1.103532 -0.553 -0.132 0.137
C 0.594519 -1.017154 -0.552146 -1.405 -2.553 0.293
C -0.181886 0.253590 -0.189146 0.183 -0.118 -1.466
C 0.587562 1.563750 -0.510264 -0.891 1.152 1.412
O 0.102923 2.633439 -0.136141 0.596 -1.023 -0.338
O 1.801780 1.553114 -1.067920 -0.318 0.332 0.400
C 2.440761 2.881111 -1.054223 -0.510 -0.929 -0.881
C 3.871286 2.618288 -1.439593 0.517 0.110 0.146
C -1.578625 0.241694 -0.840111 -0.565 0.479 -0.297
C -2.361947 1.404579 -0.687770 -0.162 0.202 -0.451
C -3.753423 1.395902 -0.878199 0.799 -0.438 -0.576
C -4.339510 0.215728 -1.337126 -0.401 0.189 0.497
C -3.582629 -0.927927 -1.585828 0.634 0.373 -0.046
C -2.195888 -0.902793 -1.377547 -0.206 -0.092 0.021
O 0.040949 -2.112621 -0.327497 1.331 2.028 -0.227
H 4.553197 -2.802520 -1.475764 0.252 -0.284 -0.009
H 3.900350 -1.593935 -2.588524 -0.164 -0.159 0.130
H 4.373726 -1.126443 -0.967265 -0.024 -0.018 0.143
H 2.032964 -2.998738 -1.648731 0.222 0.161 0.653
H 2.582120 -2.502612 0.062314 -0.108 -0.348 -0.538
H 1.942181 3.438114 -1.861259 0.006 0.262 0.609
H 2.315232 3.354305 -0.057100 0.073 -0.295 -0.815
H 4.384536 3.575946 -1.528196 0.081 0.071 -0.125
H 4.354209 2.084560 -0.631683 0.213 -0.276 0.140
H 4.026716 2.043586 -2.370928 -0.438 0.320 0.408
H -1.855331 2.323335 -0.370846 -0.547 -0.638 -0.038
H -4.344726 2.284299 -0.607519 0.312 -0.563 -0.302
H -5.420471 0.174752 -1.415206 0.000 -0.066 -0.109
H -4.056456 -1.859919 -1.902981 0.125 0.368 -0.037
H -1.608599 -1.792503 -1.615671 -0.333 0.353 0.339
O 1.902614 -0.105007 1.442322 0.082 -0.982 0.516
N 1.351066 -1.104458 1.988558 -0.622 0.331 0.840
C -0.051236 -0.948200 2.170446 1.839 0.134 0.328
C -0.589202 0.281185 1.558521 1.094 1.057 -0.715
N -1.961078 0.443408 1.997495 -0.923 -0.461 -0.280
N -2.749485 1.558297 1.805935 -0.855 -1.064 1.533
N -3.942116 1.237127 2.239882 1.691 -0.335 -0.401
N -3.998945 -0.053456 2.684102 1.194 0.481 -0.097
C -2.750875 -0.533854 2.566428 -0.302 0.642 -0.619
C -2.190375 -1.786169 2.969384 0.910 -0.494 -0.346
C -0.827619 -1.942984 2.779256 -0.230 -0.196 0.265
O 2.018962 -2.131660 2.327781 -1.244 1.293 -0.383
H -0.065642 1.257132 1.665400 -0.352 -0.879 0.894
H -2.836623 -2.588998 3.314346 0.194 0.344 0.123
H -0.225234 -2.811078 3.113403 -0.792 0.408 -0.276
```
Positions in Å, forces in eV/Å.

Properties
relative energy (zero: lowest compared OMol25 entry of this formula, charge and spin)	0.0000	eV
LUMO energy	2.9	eV
net charge	-1
HOMO-LUMO gap	0.2541	Eh
multiplicity	1

***

Below is a 2-piece molecular cluster, C2H7N4 overall, with properties calculated with the ωB97M-V functional and the def2-TZVPD basis.

```
13
Properties=species:S:1:pos:R:3:forces:R:3
C -1.238672 -0.261436 -0.068123 2.958 0.613 -0.268
C -1.716189 1.047518 0.519258 -2.360 -0.115 -0.726
N 1.686445 -1.137835 0.521303 1.555 2.650 -1.558
N 2.411424 -0.366878 0.099910 -3.254 -5.277 2.584
N 3.377622 0.342482 -0.229772 1.825 1.996 -1.388
N -1.889737 -1.324613 -0.392830 0.284 1.299 0.589
H -1.364135 1.876265 -0.204377 -0.218 -1.292 1.413
H -1.389334 1.236648 1.595615 -0.222 -0.323 -1.622
H -2.876733 1.100368 0.450060 1.554 0.131 0.518
H 4.292302 -0.046611 -0.558814 -1.158 -0.080 0.567
H 3.001029 1.138890 -0.718931 0.594 0.818 -0.355
H -2.802377 -1.524491 -0.109330 -2.337 -0.067 0.407
H -1.491650 -2.080313 -0.903964 0.780 -0.352 -0.160
```
Positions in Å, forces in eV/Å.

Properties
relative energy (zero: lowest compared OMol25 entry of this formula, charge and spin)	6.6811	eV
LUMO energy (alpha / beta)	-5.3 / -5.4	eV
net charge	+1
HOMO-LUMO gap (alpha / beta)	0.2137 / 0.2012	Eh
multiplicity	1

***

Below is a 4-piece molecular cluster, C3H12O5 overall, with properties calculated with the ωB97M-V functional and the def2-TZVPD basis.

```
20
Properties=species:S:1:pos:R:3:forces:R:3
O 1.402449 1.258342 0.680806 0.194 -0.067 -0.485
C 1.346103 0.113041 1.075674 0.695 2.179 0.228
C 0.608915 -0.028129 2.399824 2.184 0.373 2.822
C -0.768477 -0.250113 1.927727 -3.812 0.240 0.967
O -0.754558 -0.881073 0.653260 -0.907 0.485 0.215
H 1.766001 -0.637343 0.405560 -0.038 -0.761 0.455
H 0.995904 -0.758841 3.206328 -0.542 0.443 -1.771
H 0.734169 0.974630 2.972888 -0.348 -1.507 -1.296
H -1.451016 -0.852109 2.686371 1.309 1.224 -1.422
H -1.282600 0.741304 1.701658 0.644 -1.236 0.535
H -0.367000 -1.727331 0.764925 0.641 -1.454 -0.081
O 0.288594 -0.979348 -1.957511 0.465 0.373 0.509
H 0.033509 -1.568324 -2.663605 -0.505 -0.037 -0.130
H -0.496486 -0.600023 -1.526160 -0.016 -0.385 -0.470
O 1.449309 1.822229 -2.477377 0.744 3.692 2.792
H 1.245162 1.740100 -1.510475 0.402 -0.026 -1.238
H 1.226310 1.032815 -2.845634 -1.064 -3.671 -1.426
O -2.797768 -0.716101 -1.165625 -0.644 0.383 -0.370
H -3.608569 -0.150548 -1.119909 1.150 -1.108 0.473
H -2.618845 -1.235501 -0.359718 -0.553 0.859 -0.304
```
Positions in Å, forces in eV/Å.

Properties
relative energy (zero: lowest compared OMol25 entry of this formula, charge and spin)	2.3672	eV
LUMO energy	0.3	eV
net charge	0
HOMO-LUMO gap	0.3773	Eh
multiplicity	1
SMILES	O=CCCO.O.O.O

***

> The lowest relative energy (zero: lowest compared OMol25 entry of this formula, charge and spin) belongs to which entry?

C18H18N5O6

***

> Look up the net charge of the first one.

-1